{"formula": "C6H14Cl", "method": "ωB97M-V/def2-TZVPD", "species": ["Cl", "H", "C", "C", "C", "C", "C", "C", "H", "H", "H", "H", "H", "H", "H", "H", "H", "H", "H", "H", "H"], "positions_angstrom": [[2.3564, -1.1243, 5.7656], [1.2689, -1.2236, 5.1714], [0.7808, 1.4006, 0.9423], [-0.5896, 1.1315, 0.4102], [-0.4532, 0.0376, -0.7154], [0.2535, 0.6188, -1.9219], [-1.7492, -0.5546, -1.2265], [0.4224, -1.1776, -0.3654], [1.0074, 1.6643, 1.9646], [1.7732, 0.9949, 0.5245], [-1.0114, 0.7336, 1.3452], [-1.0203, 2.0892, -0.0799], [1.2625, 0.9640, -1.7036], [0.2904, -0.1033, -2.7628], [-0.2988, 1.4665, -2.3150], [-2.1681, -1.2822, -0.5433], [-2.5129, 0.1872, -1.4791], [-1.5003, -1.1528, -2.0883], [0.0546, -1.7240, 0.5064], [0.3323, -1.9316, -1.1869], [1.5014, -1.0141, -0.2419]], "total_charge": 0, "spin_multiplicity": 2, "relative_energy_kcal_mol": 21.2, "energy_ha": -697.10351, "homo_ha": [-0.296, -0.407]}